(1)
11
Properties=species:S:1:pos:R:3 method="wB97M-V/def2-TZVPD" homo_lumo_gap_ev=8.874 lumo_ev=0.78 charge=0 e_above_lowest_kj_mol=522.8
S -0.51138 0.74666 0.17386
F -0.65428 -2.18450 1.38509
C 1.27027 2.56947 -0.91127
C 0.83603 1.23672 -0.59656
C -0.17648 -0.86050 -0.44154
C -0.34708 -2.02749 0.18127
H 2.21085 2.65233 -1.52473
H 0.32688 -0.95706 -1.40048
H 0.56545 3.52049 -0.19146
H 0.25191 -3.21037 -0.12260
H 1.21901 0.19928 -1.39961


(2)
28
Properties=species:S:1:pos:R:3 method="wB97M-V/def2-TZVPD" homo_lumo_gap_ev=9.985 lumo_ev=0.33 smiles="C[C@@H](O)[C@H](N)C(=O)N[C@@H](CO)C(=O)O" charge=0 e_above_lowest_kj_mol=102.3
O -2.00994 -2.07782 -0.73950
O 0.42872 -1.14010 2.44281
O -3.35667 1.95400 0.49952
O 1.13589 1.58854 -0.74551
O -1.18364 2.47387 0.26765
N -1.12531 -0.24480 1.17719
N 0.86474 -0.94417 -1.13631
C -2.23693 1.57895 0.26904
C 1.84128 0.77626 0.28209
C -1.72547 0.11668 -0.04158
C -2.77845 -0.91425 -0.53905
C 1.20446 -0.65988 0.26132
C 3.35529 0.76521 -0.04001
C 0.14661 -0.73828 1.33735
H -0.35747 2.00070 0.14105
H -0.98953 0.17083 -0.82304
H 0.22389 -1.70998 -1.27517
H 1.72060 1.25732 1.29620
H 3.88024 0.04512 0.65427
H -3.57513 -1.04694 0.17413
H 2.01094 -1.31926 0.62479
H 3.84144 1.76450 0.06776
H 3.56536 0.39418 -1.08590
H -2.37003 -2.90719 -0.46430
H 1.72344 -1.16196 -1.63059
H -1.82806 -0.49072 1.93935
H -3.21740 -0.50214 -1.48393
H 0.81115 0.97132 -1.42962